{"formula": "C4H11N2", "method": "ωB97M-V/def2-TZVPD", "species": ["N", "C", "C", "C", "C", "N", "H", "H", "H", "H", "H", "H", "H", "H", "H", "H", "H"], "coordinates": [[0.657021, 2.491111, -1.450459], [0.683030, 1.158729, -1.188451], [0.683162, 0.584433, 0.030029], [0.766775, -0.923812, 0.193516], [-0.629778, -1.566638, 0.230105], [-1.387512, -0.885475, 1.329735], [0.817752, 3.067551, -0.640922], [0.933098, 2.852270, -2.346468], [0.408976, 0.510632, -2.015231], [0.905629, 1.194221, 0.900152], [1.248208, -1.294467, -0.707373], [1.298172, -1.209639, 1.091191], [-1.117584, -1.323338, -0.711157], [-0.615746, -2.612967, 0.481798], [-2.400765, -1.010632, 1.344129], [-1.254470, 0.132497, 1.230593], [-0.995970, -1.164478, 2.228815]], "forces_ev_per_angstrom": [[0.10, -0.26, 0.50], [-1.30, -0.19, 0.09], [0.66, -0.04, 0.45], [-0.92, 0.48, -0.62], [0.41, 0.75, -0.10], [-0.32, 0.62, 0.20], [0.15, 0.38, -0.27], [-0.04, -0.05, 0.02], [0.64, 0.05, -0.42], [0.00, 0.07, 0.05], [0.29, -0.50, 0.25], [0.48, -0.05, 0.04], [-0.30, -0.37, 0.12], [-0.09, -0.44, -0.28], [0.07, -0.46, -0.07], [0.32, -0.02, -0.10], [-0.15, 0.04, 0.14]], "mulliken_charge": [-0.420, -0.082, -0.504, -0.719, -0.530, -0.298, 0.207, 0.238, 0.269, 0.385, 0.349, 0.353, 0.347, 0.362, 0.361, 0.332, 0.349], "homo_lumo_gap_ev": 8.6, "charge": 1, "e_homo_ev": -12.01, "spin_multiplicity": 1}


{"formula": "C4H11N2", "method": "ωB97M-V/def2-TZVPD", "species": ["C", "C", "C", "N", "C", "N", "H", "H", "H", "H", "H", "H", "H", "H", "H", "H", "H"], "coordinates": [[0.714134, 2.290372, -0.575440], [0.219184, 1.420955, 0.597195], [-0.092400, -0.005437, 0.202375], [0.586034, -0.501675, -1.065699], [-0.766148, -0.962091, 0.827970], [-0.828869, -2.280649, 0.332582], [1.755948, 2.092207, -0.803757], [0.685603, 3.308499, -0.223282], [0.060976, 2.234151, -1.443937], [1.021352, 1.399515, 1.340908], [-0.690597, 1.794906, 1.056532], [1.486078, -0.029433, -1.006212], [0.672439, -1.516151, -0.891005], [0.107556, -0.251610, -1.924841], [-1.034282, -0.853123, 1.878183], [-0.565957, -3.013274, 0.965122], [-1.537535, -2.505117, -0.341186]], "forces_ev_per_angstrom": [[-0.62, -0.02, 0.80], [0.19, -0.71, -0.44], [-0.08, -0.26, -0.78], [0.05, 0.83, 1.80], [0.60, -0.63, 1.05], [0.75, 0.51, -0.78], [0.11, -0.13, -0.32], [0.05, 0.45, -0.07], [0.12, -0.03, -0.16], [-0.23, 0.04, 0.18], [0.09, 0.35, 0.06], [0.27, -0.21, -0.69], [-0.24, -0.14, -0.51], [0.01, -0.19, -0.20], [-0.37, 0.50, -0.25], [-0.44, -0.16, 0.23], [-0.25, -0.18, 0.09]], "mulliken_charge": [-1.400, -0.380, -0.207, -0.219, 0.036, -0.573, 0.439, 0.363, 0.384, 0.276, 0.383, 0.353, 0.420, 0.310, 0.368, 0.211, 0.235], "homo_lumo_gap_ev": 10.3, "charge": 1, "e_homo_ev": -13.71, "spin_multiplicity": 1}


{"formula": "C4H11N2", "method": "ωB97M-V/def2-TZVPD", "species": ["C", "N", "H", "H", "H", "H", "C", "C", "C", "N", "H", "H", "H", "H", "H", "H", "H"], "coordinates": [[-1.115523, -0.584356, -0.891567], [-1.927314, 0.261885, -0.004455], [-0.999791, -0.147656, -1.880784], [-1.639056, -1.534410, -0.979850], [-2.413211, -0.237296, 0.733100], [-1.356473, 0.934145, 0.485928], [1.082257, 1.489262, -0.485273], [1.034135, 0.136301, 0.328366], [0.295846, -1.505611, 0.816596], [0.265148, -0.925919, -0.418873], [1.686087, 2.173636, 0.110048], [1.506218, 1.345878, -1.474876], [0.099489, 1.951777, -0.576037], [0.748627, 0.516348, 1.326721], [2.073644, -0.194645, 0.368153], [1.060117, -2.277533, 0.892580], [-0.400199, -1.401807, 1.650224]], "forces_ev_per_angstrom": [[-0.92, 0.85, 0.84], [0.80, -0.54, -0.03], [0.02, 0.15, 0.12], [0.19, -0.04, -0.29], [-0.15, -0.26, -0.36], [-0.12, 0.52, -0.22], [-0.48, 0.02, 0.04], [2.29, 1.30, -0.13], [0.54, -0.48, -1.52], [-1.84, -1.11, 1.33], [0.15, -0.16, -0.10], [0.07, -0.18, 0.07], [0.00, -0.19, -0.06], [-0.51, -0.57, 0.03], [-0.07, 0.01, 0.08], [0.55, 0.60, 0.65], [-0.53, 0.08, -0.46]], "mulliken_charge": [-0.515, -0.498, 0.280, 0.417, 0.300, 0.259, -1.167, -0.595, -0.057, 0.041, 0.391, 0.345, 0.392, 0.333, 0.452, 0.316, 0.309], "homo_lumo_gap_ev": 8.1, "charge": 1, "e_homo_ev": -14.39, "spin_multiplicity": 1}


{"formula": "C4H11N2", "method": "ωB97M-V/def2-TZVPD", "species": ["C", "C", "C", "C", "N", "N", "H", "H", "H", "H", "H", "H", "H", "H", "H", "H", "H"], "coordinates": [[-0.733659, -1.515777, 0.902049], [-0.255919, -0.224784, 1.141855], [0.976671, 1.958722, -1.698796], [-0.351075, 0.796732, 0.059482], [-1.107236, -3.529431, 1.341613], [0.995158, 0.999145, -0.576980], [-1.188721, -1.695083, -0.060328], [-2.094362, -3.408897, 1.559818], [0.200053, 0.055282, 2.077504], [1.976557, 2.088422, -2.107567], [0.320165, 1.592295, -2.485815], [0.607937, 2.923500, -1.355517], [-0.676946, 1.756848, 0.465170], [-1.047103, 0.480611, -0.719091], [-0.607987, -3.684272, 2.215499], [1.334102, 0.084225, -0.904248], [1.652365, 1.322461, 0.145352]], "forces_ev_per_angstrom": [[-0.24, -0.26, -0.14], [-0.91, -4.07, 0.36], [0.03, 0.56, -0.65], [-0.52, -0.29, 0.35], [1.41, 3.85, -0.65], [0.28, -0.10, 0.09], [-0.05, 0.11, -0.19], [-0.08, 0.17, 0.27], [0.06, 0.07, 0.21], [0.02, -0.10, 0.11], [0.00, -0.09, 0.12], [0.00, -0.10, 0.12], [0.12, 0.03, -0.18], [0.16, 0.09, -0.03], [-0.13, 0.11, 0.21], [-0.05, 0.22, 0.21], [-0.12, -0.20, -0.21]], "mulliken_charge": [-0.445, -0.162, -0.848, -0.676, -0.479, -0.162, 0.233, 0.279, 0.355, 0.350, 0.360, 0.352, 0.373, 0.433, 0.252, 0.407, 0.377], "homo_lumo_gap_ev": [10.4, 10.4], "charge": 1, "e_homo_ev": [-13.86, -13.86], "spin_multiplicity": 1}